[1]
This record from the Open Molecules 2025 dataset describes a molecular structure, C13H29MgN4O7 in a non-equilibrium geometry. The level of theory is the ωB97M-V functional and the def2-TZVPD basis.

Structure (XYZ):
```
54
Properties=species:S:1:pos:R:3:nbo_charge:R:1
Mg 13.600 -0.618 -27.046 1.80
O 12.368 2.407 -25.091 -0.66
C 12.730 1.305 -25.743 0.96
O 12.584 0.091 -25.373 -0.88
O 13.327 1.388 -26.853 -0.84
H 11.822 2.110 -24.343 0.50
C 10.371 -0.764 -29.858 -0.70
C 10.748 -0.983 -28.410 0.71
O 11.918 -0.899 -28.034 -0.75
N 9.766 -1.326 -27.572 -0.58
C 9.881 -1.303 -26.123 -0.42
H 10.885 -1.430 -30.545 0.24
H 10.659 0.248 -30.147 0.25
H 9.295 -0.842 -30.017 0.22
H 8.835 -1.314 -27.954 0.40
H 10.753 -1.838 -25.763 0.22
H 8.979 -1.744 -25.699 0.21
H 9.901 -0.273 -25.767 0.21
C 16.244 0.076 -24.388 -0.71
C 16.452 -0.360 -25.815 0.72
O 15.485 -0.373 -26.575 -0.76
N 17.687 -0.739 -26.176 -0.58
C 18.025 -1.261 -27.481 -0.43
H 15.280 -0.287 -24.044 0.26
H 16.247 1.169 -24.358 0.26
H 17.086 -0.193 -23.748 0.22
H 18.404 -0.595 -25.488 0.41
H 17.151 -1.236 -28.131 0.24
H 18.384 -2.287 -27.421 0.21
H 18.755 -0.586 -27.933 0.21
C 12.421 -4.518 -27.096 -0.70
C 13.647 -3.785 -26.657 0.72
O 13.837 -2.586 -26.881 -0.76
N 14.630 -4.524 -26.135 -0.57
C 15.934 -4.012 -25.843 -0.42
H 12.512 -5.579 -26.888 0.22
H 12.261 -4.294 -28.150 0.25
H 11.537 -4.112 -26.600 0.25
H 14.444 -5.474 -25.867 0.41
H 16.545 -4.738 -25.306 0.22
H 15.901 -3.175 -25.138 0.21
H 16.507 -3.675 -26.705 0.21
C 13.963 -0.897 -31.338 -0.71
C 14.609 -0.250 -30.151 0.71
O 14.319 -0.559 -29.002 -0.72
N 15.487 0.727 -30.458 -0.59
C 16.239 1.434 -29.429 -0.43
H 14.615 -0.895 -32.209 0.23
H 13.045 -0.376 -31.614 0.24
H 13.649 -1.904 -31.071 0.24
H 15.453 1.060 -31.404 0.40
H 17.273 1.092 -29.411 0.19
H 15.769 1.369 -28.452 0.25
H 16.262 2.494 -29.684 0.22
```

* E_HOMO: -11.5 eV
* 2S+1: 1
* M: 377.70 Da
* maximum force: 3.86 eV/A
* HOMO-LUMO gap: 9.7 eV
* LUMO level: -1.8313 eV
* energy: -39691.7563 eV
* net charge: +1


[2]
This record from the Open Molecules 2025 dataset describes 3 unconnected molecules or ions with the total composition C13H29N4O4 in a non-equilibrium geometry. The level of theory is the ωB97M-V functional and the def2-TZVPD basis.

Structure (XYZ):
```
50
Properties=species:S:1:pos:R:3:nbo_charge:R:1
C 2.926 2.319 2.788 -0.65
C 3.503 2.291 1.295 0.09
O 4.171 1.022 1.113 -0.70
C 2.229 2.404 0.316 -0.12
O 1.344 1.336 0.704 -0.54
C 0.006 1.539 0.261 0.23
N -0.672 2.833 0.538 -0.70
C -1.238 2.797 1.900 0.83
N -1.147 3.742 2.850 -0.92
N -1.853 1.493 1.970 -0.48
C -0.809 0.635 1.328 -0.10
C -1.095 -0.895 0.992 -0.23
N 0.187 -1.636 1.046 -0.81
H 2.263 3.230 2.949 0.19
H 3.810 2.301 3.501 0.24
H 2.297 1.418 3.042 0.20
H 4.219 3.159 1.142 0.21
H 3.584 0.396 1.580 0.47
H 1.817 3.442 0.473 0.19
H 2.640 2.275 -0.729 0.20
H -0.199 1.048 -0.745 0.22
H -1.389 2.872 -0.205 0.43
H -1.883 4.420 3.061 0.46
H -0.252 3.842 3.344 0.46
H -2.020 1.299 2.972 0.42
H -0.032 0.547 2.163 0.21
H -1.712 -1.300 1.861 0.21
H -1.682 -1.074 0.052 0.24
H 0.684 -1.448 1.924 0.35
H 0.792 -1.404 0.244 0.40
C -5.091 -3.532 -1.349 -0.72
C -4.327 -2.296 -0.960 0.61
O -3.692 -2.245 0.076 -0.56
C -4.379 -1.124 -1.904 -0.72
H -4.964 -4.293 -0.578 0.24
H -6.154 -3.299 -1.439 0.24
H -4.710 -3.923 -2.294 0.24
H -5.410 -0.784 -2.019 0.24
H -3.966 -1.408 -2.874 0.24
H -3.784 -0.304 -1.497 0.21
C 3.507 -1.412 -2.356 -0.73
C 2.183 -2.123 -2.440 0.62
O 1.358 -2.030 -1.550 -0.59
C 1.917 -2.952 -3.667 -0.72
H 3.561 -0.854 -1.420 0.24
H 4.321 -2.140 -2.377 0.24
H 3.607 -0.712 -3.188 0.23
H 2.661 -3.747 -3.746 0.24
H 1.947 -2.319 -4.557 0.24
H 0.928 -3.404 -3.591 0.24
```

* E_HOMO: -11.7 eV
* 2S+1: 1
* M: 305.40 Da
* maximum force: 6.29 eV/A
* HOMO-LUMO gap: 6.2 eV
* LUMO level: -5.4754 eV
* energy: -28091.7068 eV
* net charge: +1


[3]
This record from the Open Molecules 2025 dataset describes a molecular structure, C13H29O9Sn in a non-equilibrium geometry. The level of theory is the ωB97M-V functional and the def2-TZVPD basis.

Structure (XYZ):
```
52
Properties=species:S:1:pos:R:3:nbo_charge:R:1
Sn 0.253 0.077 0.001 1.61
O 0.533 -1.563 -3.436 -0.60
C 0.316 -1.111 -2.218 0.97
O 0.871 0.023 -1.868 -0.93
O -0.269 -1.824 -1.335 -0.77
H 0.942 -0.727 -3.670 0.50
C -2.427 0.095 -2.242 -0.29
O -1.826 0.942 -1.236 -0.54
C -2.570 1.042 0.018 -0.13
C -2.788 -0.275 0.780 -0.12
O -1.524 -0.832 1.113 -0.63
C -1.644 -1.830 2.191 -0.09
C -0.269 -2.310 2.610 -0.09
O 0.679 -2.642 1.598 -0.60
C 0.340 -3.520 0.510 -0.28
H -2.281 -0.949 -1.965 0.20
H -1.929 0.119 -3.212 0.20
H -3.470 0.409 -2.289 0.20
H -3.433 1.663 -0.223 0.22
H -1.980 1.656 0.698 0.21
H -3.328 -1.097 0.309 0.20
H -3.528 -0.135 1.568 0.21
H -2.198 -2.662 1.757 0.19
H -2.185 -1.495 3.076 0.21
H -0.269 -3.117 3.343 0.21
H 0.157 -1.434 3.100 0.19
H 1.255 -3.634 -0.071 0.20
H -0.353 -3.032 -0.176 0.23
H -0.086 -4.456 0.873 0.18
C -1.507 3.271 -0.756 -0.28
O -0.941 2.205 -1.457 -0.51
C 0.307 2.652 -1.996 -0.14
C 1.539 2.875 -1.035 -0.10
O 1.902 1.601 -0.307 -0.64
C 3.093 1.564 0.389 -0.07
C 3.027 0.346 1.335 -0.09
O 2.720 -0.934 0.773 -0.55
C 2.667 -1.965 1.706 -0.24
H -1.307 3.385 0.310 0.18
H -2.595 3.225 -0.790 0.19
H -1.294 4.264 -1.152 0.20
H 0.152 3.436 -2.737 0.20
H 0.657 1.819 -2.607 0.21
H 1.163 3.694 -0.424 0.20
H 2.395 3.200 -1.628 0.22
H 3.199 2.368 1.117 0.19
H 4.003 1.543 -0.211 0.20
H 2.296 0.688 2.067 0.18
H 3.956 0.280 1.902 0.20
H 2.169 -2.778 1.178 0.22
H 1.860 -1.888 2.434 0.18
H 3.552 -2.232 2.284 0.17
```

* E_HOMO: -10.4 eV
* 2S+1: 1
* M: 448.08 Da
* maximum force: 18.02 eV/A
* HOMO-LUMO gap: 8.1 eV
* LUMO level: -2.2548 eV
* energy: -38191.2956 eV
* net charge: +1


[4]
This record from the Open Molecules 2025 dataset describes a molecular structure, C13H30AlCl2N3OP in a non-equilibrium geometry. The level of theory is the ωB97M-V functional and the def2-TZVPD basis.

Structure (XYZ):
```
51
Properties=species:S:1:pos:R:3:nbo_charge:R:1
Al 1.919 -0.329 -0.744 1.40
Cl 0.804 -2.192 -0.401 -0.63
Cl 2.551 1.527 0.271 -0.64
C 3.571 -1.273 -0.891 -1.52
H 4.550 -0.767 -1.110 0.17
H 3.530 -2.117 -1.628 0.17
C -0.714 1.324 -1.364 -0.01
C 0.377 0.732 -1.841 -0.48
H -0.532 2.101 -0.618 0.22
C 0.177 -0.346 -2.914 -0.48
H 1.379 1.214 -1.835 0.29
C -1.151 -0.223 -3.713 -0.39
H 1.039 -0.441 -3.604 0.24
H 0.042 -1.299 -2.343 0.26
C -2.338 -0.078 -2.761 -0.40
H -1.094 0.626 -4.415 0.19
H -1.286 -1.159 -4.290 0.20
C -2.097 0.932 -1.599 -0.48
H -3.246 0.184 -3.323 0.19
H -2.526 -1.044 -2.255 0.21
H -2.850 1.731 -1.682 0.21
H -2.375 0.406 -0.674 0.24
C 2.291 -1.562 2.803 -0.44
N 0.878 -1.450 3.192 -0.82
C 0.197 -2.739 3.103 -0.41
P 0.069 -0.105 2.597 2.45
O -0.021 0.150 1.133 -1.12
N -1.452 -0.351 3.229 -0.83
C -2.617 0.167 2.512 -0.40
C -1.642 -0.488 4.668 -0.41
N 0.892 1.088 3.424 -0.81
C 0.629 2.489 3.116 -0.40
C 1.404 0.877 4.771 -0.41
H 2.407 -2.049 1.822 0.26
H 2.787 -2.167 3.574 0.17
H 2.764 -0.574 2.752 0.23
H -0.849 -2.631 3.407 0.20
H 0.235 -3.143 2.078 0.22
H 0.703 -3.432 3.790 0.18
H -2.865 -0.478 1.655 0.21
H -3.470 0.177 3.202 0.19
H -2.452 1.191 2.139 0.19
H -2.414 -1.253 4.840 0.19
H -0.725 -0.811 5.173 0.22
H -1.977 0.466 5.110 0.17
H 0.327 2.606 2.070 0.24
H -0.154 2.906 3.770 0.16
H 1.556 3.055 3.272 0.20
H 0.721 1.285 5.534 0.16
H 1.559 -0.190 4.961 0.23
H 2.372 1.393 4.849 0.19
```

* E_HOMO (alpha / beta): -1.6 / -1.6 eV
* 2S+1: 1
* M: 373.26 Da
* maximum force: 3.41 eV/A
* HOMO-LUMO gap (alpha / beta): 4.3 / 4.3 eV
* LUMO level (alpha / beta): 2.6612 / 2.6611 eV
* energy: -61419.2845 eV
* net charge: -1


Question: What is the M in the third record?
Answer: 448.08 Da